--- 1 ---
A 2-piece molecular cluster, CH5OPS2 overall, computed with wB97M-V/def2-TZVPD.

HOMO energy: -9.300 eV
LUMO energy: -0.555 eV
net charge: 0
SMILES string: COP=S.S
Kohn-Sham gap: 8.74 eV

Geometry as XYZ:
```
10
Properties=species:S:1:pos:R:3:mulliken_charge:R:1
H 2.95300 0.57727 0.01851 0.17
H -2.30786 0.86009 -0.96327 0.22
H -1.45193 -0.74284 -0.79901 0.22
S 0.40900 -2.05128 0.62852 -0.33
P -0.18558 -0.56611 1.72201 0.31
S 3.11229 0.96052 1.31299 -0.34
H -3.11025 -0.56494 0.02781 0.20
O -1.43050 0.08273 0.97360 -0.24
C -2.08338 -0.04523 -0.34666 -0.39
H 2.82354 -0.22048 2.10745 0.17
```

--- 2 ---
A 2-piece molecular cluster, CH5OPS2 overall, computed with wB97M-V/def2-TZVPD.

HOMO energy: -9.484 eV
LUMO energy: -0.940 eV
net charge: 0
SMILES string: COP=S.S
Kohn-Sham gap: 8.54 eV

Geometry as XYZ:
```
10
Properties=species:S:1:pos:R:3:mulliken_charge:R:1
P -0.01966 1.31589 0.28544 0.33
H 1.82290 -1.62916 -0.10823 0.23
S 1.09990 1.87580 -1.20046 -0.36
S -3.39872 0.01871 0.07322 -0.23
O 0.57247 -0.08635 0.80258 -0.18
H -2.34802 0.18114 -0.62315 0.08
H -4.27289 -0.50312 -0.84391 0.15
H 2.23396 0.16613 -0.26318 0.16
H 2.48489 -0.68297 1.43552 0.19
C 1.82517 -0.65607 0.44217 -0.37
```

Which structure loses on stability? 1 does.